1.
The following is a DFT calculation (wB97M-V/def2-TZVPD) of C2H3I2NO2 as an isolated structure.

Positions of all 10 atoms, in Å:
H (-0.517, 0.701, 0.133)
I (3.897, -1.698, 0.290)
O (1.767, 1.062, -1.916)
I (3.840, 1.914, 0.056)
C (3.212, 0.061, -0.536)
C (-0.370, -0.253, -0.317)
N (2.324, -0.017, -1.520)
H (0.549, -0.823, -0.078)
H (-1.148, -0.522, -1.018)
O (2.038, -1.161, -1.935)

Calculated values
Total charge: 0
LUMO energy (alpha / beta), Ha: -0.105 / -0.024

=====

2.
The following is a DFT calculation (wB97M-V/def2-TZVPD) of C2H3I3S as an isolated structure.

Positions of all 9 atoms, in Å:
S (1.244, 1.597, 0.363)
C (-0.407, 1.199, 0.219)
I (1.758, -1.820, 0.201)
C (-0.127, -1.225, -0.538)
I (-0.293, -1.201, -2.659)
I (-1.794, -2.165, 0.424)
H (-0.877, 1.566, -0.672)
H (1.481, 1.065, 1.567)
H (-0.985, 0.985, 1.095)

Calculated values
Total charge: 0
LUMO energy (alpha / beta), Ha: -0.041 / -0.030

=====

3.
The following is a DFT calculation (wB97M-V/def2-TZVPD) of C2H3I3S as an isolated structure.

Positions of all 9 atoms, in Å:
I (1.966, 1.784, -1.487)
C (-1.576, 0.137, 0.665)
I (1.565, -1.757, -0.801)
C (1.591, 0.286, -0.039)
I (2.620, 0.452, 1.859)
S (-1.657, -1.132, -0.477)
H (-1.460, -0.381, 1.570)
H (-1.166, 1.000, 0.301)
H (-1.885, -0.388, -1.592)

Calculated values
Total charge: 0
LUMO energy (alpha / beta), Ha: -0.039 / -0.063

=====

Table of energy relative to the best compared isomer or geometry (same formula, charge and spin) (kJ/mol), in record order: 620.87; 222.74; 328.16